(1)
Entry from OMol25: a molecular structure, C10H14N3O5Os (wB97M-V/def2-TZVPD).

Calculated values
HOMO energy (alpha / beta) (eV): -18.4 / -20.6
2S+1: 5
Total charge: +3

Each line ends with the Löwdin spin population.
Atoms and positions in Å:
O -0.03 -6.05 -2.32  0.03
C -0.02 -4.89 -2.20  0.22
Os 0.24 -1.90 -1.25  1.32
C 1.59 -1.64 0.14  0.10
O 2.30 -1.35 1.02  0.08
C -1.22 -1.52 -2.58  0.18
O -2.07 -1.21 -3.31  0.14
C -0.79 -2.98 -0.05  0.11
O -1.45 -3.57 0.69  0.07
C 1.62 -2.18 -2.53  0.12
O 2.47 -2.21 -3.33  0.11
H -0.54 -3.15 -2.54  0.22
C -1.60 0.57 2.60  0.06
N -0.71 1.36 1.79  0.49
C -0.60 2.75 2.17  0.07
C -0.37 0.92 0.55  0.04
N -0.91 -0.17 0.08  0.15
N 0.54 1.65 -0.14  0.20
C 1.57 2.46 0.50  0.02
C 0.78 1.31 -1.53  0.09
H -1.57 1.01 3.60  0.01
H -1.24 -0.46 2.59  0.01
H -2.63 0.63 2.22  0.04
H 0.36 2.95 2.70  0.03
H -0.78 3.45 1.33  0.02
H -1.40 2.90 2.90  0.01
H -1.73 -0.37 0.63  0.00
H 1.88 2.05 1.47  0.01
H 2.48 2.48 -0.13  0.00
H 1.30 3.53 0.62  0.01
H 1.05 0.22 -1.62  0.04
H -0.14 1.50 -2.12  0.01
H 1.61 1.91 -1.94  0.00

=====

(2)
Entry from OMol25: C10H14N4O4 in the gas phase (wB97M-V/def2-TZVPD).

Calculated values
HOMO energy (eV): -8.7
SMILES: CN1Cc2c(n(C[C@H](N)C(=O)O)c(=O)[nH]c2=O)C1
2S+1: 1

Each line ends with the Löwdin charge.
Atoms and positions in Å:
C 0.31 1.75 3.28  -0.08
N 1.38 1.54 2.31  -0.19
C 1.12 2.52 1.31  -0.13
C -0.04 1.82 0.53  -0.05
C 0.21 0.46 0.67  -0.10
N -0.68 -0.38 0.03  0.02
C -0.19 -1.67 -0.34  -0.08
C 0.59 -1.65 -1.73  -0.22
N -0.11 -0.95 -2.84  0.05
C 0.70 -3.12 -2.18  -0.58
O 1.46 -3.80 -1.56  0.11
O 0.00 -3.50 -3.20  0.11
C -1.99 0.10 -0.41  -0.43
O -2.68 -0.71 -1.00  0.07
N -2.25 1.42 -0.47  0.21
C -1.25 2.27 -0.12  -0.41
O -1.58 3.47 -0.09  0.05
C 1.38 0.18 1.67  -0.03
H 0.30 2.67 3.80  0.08
H -0.61 1.69 2.77  0.08
H 0.40 0.97 4.01  0.09
H 0.75 3.44 1.78  0.13
H 1.99 2.80 0.70  0.12
H 0.47 -2.05 0.48  0.14
H -1.06 -2.42 -0.44  0.16
H 1.61 -1.19 -1.69  0.15
H 0.06 -1.44 -3.75  0.10
H -1.05 -0.75 -2.66  0.02
H 0.15 -4.52 -3.15  0.19
H -2.79 1.63 -1.34  0.20
H 2.32 -0.07 1.27  0.11
H 1.09 -0.54 2.36  0.10

=====

(3)
Entry from OMol25: a molecular structure, C10H14N6O3 (wB97M-V/def2-TZVPD).

Calculated values
HOMO energy (eV): -8.5
2S+1: 1

Each line ends with the Löwdin charge.
Atoms and positions in Å:
C -1.36 -0.14 1.60  -0.05
N 0.04 -0.11 1.23  -0.28
C 0.60 -1.44 1.63  -0.15
C 2.09 -1.44 1.39  -0.16
O 2.49 -0.22 0.74  -0.14
C 2.21 0.91 1.57  -0.17
C 0.76 0.99 1.98  -0.11
H -1.86 0.74 1.20  0.07
H -1.83 -1.07 1.26  0.10
H -1.35 -0.09 2.70  0.10
H 0.38 -1.54 2.71  0.13
H 0.08 -2.19 1.02  0.09
H 2.61 -1.55 2.37  0.13
H 2.35 -2.26 0.69  0.13
H 2.79 0.81 2.51  0.12
H 2.56 1.79 1.01  0.13
H 0.26 1.94 1.72  0.11
H 0.65 0.78 3.06  0.13
O -1.31 2.59 0.38  0.02
N -1.28 2.51 -0.88  -0.29
C -0.90 1.31 -1.58  -0.11
C -0.39 0.20 -0.92  0.04
N -0.50 -0.96 -1.60  0.00
N -0.28 -2.23 -1.12  0.05
N -0.48 -3.06 -2.12  -0.01
N -0.82 -2.39 -3.26  0.06
C -0.88 -1.09 -2.93  -0.27
C -1.23 0.09 -3.64  0.01
C -1.22 1.28 -2.97  0.01
O -1.60 3.47 -1.62  0.05
H 0.29 0.13 0.04  0.02
H -1.46 -0.01 -4.69  0.12
H -1.42 2.23 -3.47  0.12

=====

(4)
Entry from OMol25: 2 unconnected molecules or ions with the total composition C10H14NS2 (wB97M-V/def2-TZVPD).

Calculated values
HOMO energy (eV): -12.6
2S+1: 1
Total charge: +1

Each line ends with the Löwdin charge.
Atoms and positions in Å:
N 0.47 0.26 1.41  0.09
C -0.84 0.43 1.96  -0.27
C -1.45 1.70 2.04  -0.02
C -2.80 1.82 2.43  -0.06
C -3.59 0.68 2.69  -0.06
C -2.98 -0.58 2.57  -0.06
C -1.61 -0.71 2.22  -0.02
H 1.07 -0.32 2.00  0.14
H 0.96 1.14 1.25  0.12
H -0.93 2.61 1.74  0.12
H -3.27 2.81 2.54  0.12
H -4.65 0.76 2.97  0.12
H -3.57 -1.49 2.75  0.12
H -1.19 -1.70 2.06  0.12
C 2.54 -0.35 -3.30  -0.28
C 1.00 -0.22 -3.26  -0.41
S 0.42 0.76 -1.81  0.88
C 0.93 -0.31 -0.58  -0.80
S 2.63 -0.44 -0.43  0.88
C 3.02 -1.17 -2.08  -0.41
H 2.86 -0.85 -4.23  0.13
H 3.01 0.66 -3.28  0.12
H 0.61 0.24 -4.17  0.10
H 0.53 -1.20 -3.10  0.09
H 0.23 -1.08 -0.24  0.07
H 2.51 -2.15 -2.06  0.09
H 4.11 -1.31 -2.09  0.09

=====

(5)
Entry from OMol25: 2 unconnected molecules or ions with the total composition C10H14O2 (wB97M-V/def2-TZVPD).

Calculated values
HOMO energy (alpha / beta) (eV): -6.8 / -6.8
2S+1: 1

Each line ends with the Löwdin charge.
Atoms and positions in Å:
C 2.35 -0.62 0.04  -0.03
C 2.70 -1.95 0.15  -0.12
C 0.81 -2.03 -0.88  -0.08
C 1.21 -0.66 -0.79  -0.20
C -0.32 -0.28 1.96  -0.10
C -1.65 -0.48 1.30  -0.14
C -0.86 0.75 1.01  -0.27
C -1.43 2.11 0.92  -0.08
C -0.86 0.32 -1.98  -0.06
C 0.35 0.51 -1.15  -0.33
O 1.72 -2.76 -0.25  0.00
O 1.00 1.70 -1.30  0.06
H 3.01 0.28 0.19  0.15
H 3.54 -2.41 0.73  0.14
H -0.26 -2.42 -1.04  0.15
H -0.13 -0.05 3.06  0.12
H 0.45 -0.74 1.38  0.05
H -1.45 -1.23 0.51  0.07
H -2.67 -0.42 1.70  0.11
H -0.46 2.67 0.62  0.10
H -1.60 2.52 1.89  0.07
H -2.08 2.28 0.10  0.06
H -1.62 -0.30 -1.34  0.10
H -0.76 -0.30 -2.98  0.12
H -1.40 1.25 -2.15  0.07
H 0.42 2.26 -1.71  0.05

=====

(6)
Entry from OMol25: 2 unconnected molecules or ions with the total composition C10H14O3S2 (wB97M-V/def2-TZVPD).

Calculated values
HOMO energy (alpha / beta) (eV): -0.2 / -0.2
2S+1: 1
Total charge: -2

Each line ends with the Löwdin charge.
Atoms and positions in Å:
C 0.52 -0.46 -0.04  -0.16
C 0.48 0.84 0.06  0.08
C 1.79 -1.20 0.10  -0.76
C 3.77 0.29 0.44  -0.80
C -1.13 -2.03 1.23  -0.07
C -0.77 -2.25 -1.36  -0.05
C 0.87 3.14 -0.98  -0.06
C 0.33 2.62 1.61  -0.08
C -0.84 -1.25 -0.07  -0.65
C 0.47 2.17 0.19  -0.32
O 2.88 -0.52 -0.23  -0.28
O -1.81 -0.32 -0.24  -0.24
O -4.13 -1.17 -0.57  -0.25
S 1.95 -2.83 0.41  0.64
S 5.01 0.98 -0.37  0.30
H -0.31 -2.66 1.58  0.00
H -1.42 -1.23 1.89  0.07
H -1.82 -2.81 1.15  0.05
H -0.62 -3.24 -0.91  0.02
H 0.15 -1.94 -2.03  0.09
H -1.77 -2.08 -1.92  0.07
H 0.92 2.54 -1.95  0.10
H -0.01 3.81 -1.01  0.05
H 1.75 3.76 -0.80  0.06
H 1.34 3.06 1.98  0.11
H 0.08 1.80 2.15  0.02
H -0.51 3.45 1.55  0.11
H -3.05 -0.95 -0.39  -0.01
H -4.09 -1.53 -1.45  -0.06

=====

The evaluated ΔE to the lowest compared entry with this formula, charge and spin for the records listed, in turn: 0.639, 2.700, 4.306, 1.925, 6.275, 3.276 eV.